{
  "formula": "C23H16N2O5S2",
  "method": "ωB97M-V/def2-TZVPD",
  "de_lowest_kj_mol": 2.9,
  "energy_ev": -58997.8556,
  "lumo_ha": -0.0049,
  "orbital_gap_ev": 8.7,
  "symbols": ["S", "S", "O", "O", "O", "O", "O", "N", "N", "C", "C", "C", "C", "C", "C", "C", "C", "C", "C", "C", "C", "C", "C", "C", "C", "C", "C", "C", "C", "C", "C", "C", "H", "H", "H", "H", "H", "H", "H", "H", "H", "H", "H", "H", "H", "H", "H", "H"],
  "positions_angstrom": [[-3.906, -3.031, 0.298], [-5.090, 1.035, 0.292], [4.091, 1.176, -1.413], [5.821, -0.518, 1.196], [-6.118, 1.528, -0.572], [-5.479, 0.517, 1.570], [3.389, -0.245, 0.209], [-1.993, -0.452, -1.187], [-4.146, -0.088, -0.488], [-3.771, 2.251, 0.452], [0.340, -0.372, -1.850], [4.315, 0.469, -0.463], [-2.639, 4.291, 0.850], [-0.624, -0.365, -0.849], [7.115, -0.473, 1.506], [6.836, 0.862, -0.236], [-2.635, 1.692, -0.119], [-1.780, -4.310, 0.957], [2.067, -0.262, -0.196], [-2.430, -1.750, -1.711], [-3.801, 3.533, 0.944], [-0.231, -0.334, 0.487], [1.685, -0.320, -1.529], [-1.487, 2.466, -0.242], [-1.506, 3.762, 0.252], [-2.927, 0.318, -0.589], [-2.465, -2.766, -0.619], [5.638, 0.294, 0.132], [-1.421, -3.503, -0.142], [7.796, 0.360, 0.662], [1.109, -0.276, 0.812], [-3.087, -4.162, 1.299], [-0.618, 4.370, 0.161], [-3.426, -1.606, -2.132], [7.444, -1.066, 2.337], [-1.725, -2.051, -2.489], [-2.625, 5.302, 1.229], [0.038, -0.405, -2.885], [-0.981, -0.354, 1.263], [8.842, 0.582, 0.681], [-4.704, 3.930, 1.378], [2.427, -0.316, -2.310], [-3.622, -4.652, 2.088], [6.984, 1.546, -1.046], [-0.433, -3.476, -0.568], [-0.598, 2.089, -0.722], [-1.098, -4.968, 1.464], [1.430, -0.252, 1.841]],
  "mulliken_charge": [-0.05, 1.17, -0.58, -0.29, -0.67, -0.64, -0.32, 0.33, -0.57, -0.12, -0.50, 0.50, -0.48, -1.40, -0.38, -0.44, 0.48, -0.61, 0.39, -1.25, -0.60, 0.91, -0.54, -0.12, -0.87, 0.68, 0.49, 0.21, -0.58, -0.42, -1.12, -0.48, 0.42, 0.56, 0.45, 0.52, 0.40, 0.59, 0.68, 0.45, 0.45, 0.49, 0.46, 0.52, 0.50, 0.51, 0.41, 0.48]
}